1.
{
  "formula": "C20H25F2NO",
  "method": "wB97M-V/def2-TZVPD",
  "species": ["F", "F", "O", "N", "C", "C", "C", "C", "C", "C", "C", "C", "C", "C", "C", "C", "C", "C", "C", "C", "C", "C", "C", "C", "H", "H", "H", "H", "H", "H", "H", "H", "H", "H", "H", "H", "H", "H", "H", "H", "H", "H", "H", "H", "H", "H", "H", "H", "H"],
  "xyz": [[-0.176617, -1.546440, -0.272147], [-0.354103, 2.828439, -0.289099], [-4.812787, -0.938777, 0.584306], [-2.418989, -0.016503, 0.110423], [-2.292161, 3.079232, -1.877419], [-3.748996, -0.552310, -1.867708], [3.502096, 5.473258, 0.386620], [-1.659562, 2.191388, -0.653654], [2.440063, 4.601933, 0.146158], [-0.052895, -0.068809, -0.542499], [-1.525806, 0.584969, -0.953021], [-0.282949, -6.688615, 2.319314], [4.452190, 5.162212, 1.359657], [-3.792804, -0.567408, -0.195406], [-0.633197, -4.485851, 1.390896], [0.454231, -4.672576, 0.537162], [4.336708, 3.982734, 2.094683], [1.176969, -5.864535, 0.579922], [2.322446, 3.424235, 0.883777], [0.807975, -6.873253, 1.469427], [1.115245, 0.167517, -1.667712], [-0.999918, -5.493019, 2.283025], [3.269594, 3.115942, 1.860701], [-2.245090, -0.038518, -2.323257], [-2.383486, 2.354119, 0.280872], [0.725600, -0.221063, -2.700362], [-2.066642, 2.679595, -2.953603], [0.264583, 0.416881, 0.493837], [3.590354, 6.393334, -0.184395], [-2.113689, 0.039476, 1.105193], [5.078582, 3.739236, 2.851134], [-1.816398, 4.169496, -1.777759], [-1.673777, -1.075044, -2.429859], [0.738598, -3.889135, -0.159790], [-1.194311, -3.555544, 1.360522], [-1.845768, -5.346353, 2.950043], [-0.573074, -7.475817, 3.009859], [5.282104, 5.839160, 1.544663], [-3.452149, 3.212449, -1.650551], [-2.111831, 0.534509, -3.333808], [2.028155, -6.007955, -0.081184], [-4.008355, -1.633966, -2.283683], [1.369847, -7.802993, 1.500987], [1.702757, 4.841232, -0.616249], [1.493469, 2.746475, 0.697898], [3.176197, 2.200277, 2.438237], [-4.550035, 0.176594, -2.336708], [2.087768, -0.468671, -1.396745], [1.369857, 1.328463, -1.692701]],
  "forces_ev_per_angstrom": [[0.0, 3.2, -0.9], [-2.3, -1.5, -0.8], [6.6, 2.3, -4.3], [-3.4, -1.4, 0.5], [0.2, 0.9, 0.8], [-0.6, 0.4, -0.3], [0.0, -0.2, 0.1], [-0.5, 1.4, -0.5], [0.1, 0.0, 0.1], [1.0, 0.5, -0.1], [-1.2, -1.4, 1.4], [0.1, 0.1, -0.1], [-0.1, -0.1, 0.0], [-1.1, 0.1, 0.7], [0.1, -0.1, 0.0], [0.0, -0.1, 0.1], [-0.1, 0.0, -0.1], [-0.1, 0.0, 0.1], [0.2, 0.0, 0.1], [-0.1, 0.1, 0.0], [-0.2, -0.4, 0.5], [0.1, 0.0, -0.1], [0.0, 0.2, -0.1], [1.0, -2.3, 1.1], [2.0, -0.5, -2.0], [0.7, 0.9, 1.9], [-0.5, 0.7, 2.2], [-0.7, -1.2, -2.2], [0.0, -0.1, 0.1], [-0.5, -0.1, -1.2], [-0.1, 0.0, -0.1], [-1.0, -2.4, -0.2], [-0.9, 2.3, 0.0], [-0.1, -0.1, 0.1], [0.1, -0.1, 0.0], [0.1, 0.0, -0.1], [0.0, 0.1, -0.1], [-0.1, -0.1, 0.0], [2.5, -0.5, -0.8], [-0.6, -0.9, 2.2], [-0.1, 0.0, 0.1], [0.7, 2.3, 1.0], [-0.1, 0.1, 0.0], [0.1, -0.1, 0.1], [0.2, 0.2, 0.1], [0.0, 0.1, -0.1], [1.4, -1.5, 1.3], [-2.2, 1.5, -0.4], [-0.6, -2.6, 0.0]],
  "lumo_ev": 0.502,
  "total_energy_ha": -1106.6580,
  "homo_ev": -9.1,
  "smiles": "C[C@H](F)C1([C@H](C)F)CCC(=O)N1.c1ccccc1.c1ccccc1",
  "gap_ha": 0.355
}

=====

2.
{
  "formula": "C6H10NO",
  "method": "wB97M-V/def2-TZVPD",
  "species": ["O", "N", "C", "C", "C", "C", "C", "C", "H", "H", "H", "H", "H", "H", "H", "H", "H", "H"],
  "xyz": [[0.237562, 1.729866, 0.219207], [-0.587151, -0.265058, -0.701260], [1.296269, -1.615286, 0.171129], [1.512341, -0.334089, 0.574578], [0.125611, -1.655687, -0.769709], [-2.004539, -0.210871, -0.246947], [0.873463, 2.717322, 0.887218], [0.398495, 0.455826, 0.134982], [-2.124716, -0.776158, 0.709367], [0.408613, -1.617957, -1.800689], [1.556663, 2.324557, 1.558734], [-0.691261, -2.327027, -0.657489], [-0.520691, -0.048018, -1.649775], [0.485746, 3.688144, 0.967649], [1.884093, -2.467533, 0.310745], [-2.278192, 0.905122, -0.024607], [2.152736, 0.042000, 1.379952], [-2.725040, -0.545155, -1.063086]],
  "forces_ev_per_angstrom": [[-1.6, 2.3, -0.5], [1.4, -1.0, 2.3], [-0.7, 1.3, -0.5], [-2.0, -0.3, 0.6], [-0.7, 1.1, -0.1], [-1.6, 1.6, 0.5], [0.0, -2.3, -0.7], [1.4, 0.2, 0.5], [0.2, 0.3, -1.0], [0.6, -0.8, -0.7], [1.5, -0.2, 1.2], [-0.1, -1.2, 0.4], [-0.2, 1.5, -1.8], [-0.9, 0.8, -0.5], [0.7, -1.0, 0.4], [0.7, -2.0, -0.4], [0.2, -0.3, -0.8], [1.2, 0.1, 1.1]],
  "lumo_ev": [-4.122, -3.686],
  "total_energy_ha": -364.1979,
  "total_charge": 1,
  "homo_ev": [-12.0, -11.7],
  "e_above_lowest_kj_mol": 392.1,
  "gap_ha": [0.291, 0.294]
}

=====

3.
{
  "formula": "C8H7MnN2O5S",
  "method": "wB97M-V/def2-TZVPD",
  "species": ["Mn", "S", "O", "O", "O", "O", "O", "N", "N", "C", "C", "C", "C", "C", "C", "C", "C", "H", "H", "H", "H", "H", "H", "H"],
  "xyz": [[1.482008, -0.998315, -0.580508], [-0.334992, -1.301645, 0.922698], [-0.716701, -1.767137, -2.550205], [0.993471, 1.712173, -1.328981], [4.318425, -3.332642, -2.377065], [2.169114, -3.946892, -0.203728], [3.362150, -0.192230, 1.590191], [-2.645533, 0.216524, 0.927297], [-0.833814, 1.404477, 1.266593], [1.537994, 0.658740, -1.389582], [-1.295998, 0.155553, 1.032020], [-1.894634, 2.413086, 1.269303], [2.697081, -0.521445, 0.691107], [0.206681, -1.471921, -1.894091], [3.765473, -2.329760, -2.259841], [2.098686, -2.835684, -0.529003], [-3.120490, 1.594821, 0.883777], [-3.939453, 1.715821, 1.593825], [-3.467863, 1.875119, -0.120385], [-1.684964, 3.207255, 0.529065], [-1.977659, 2.850518, 2.286331], [2.386483, -0.241021, -1.795667], [-3.230404, -0.542509, 0.606238], [0.124940, 1.677114, 1.430612]],
  "forces_ev_per_angstrom": [[-2.2, -2.7, 1.7], [-0.3, 0.3, 0.3], [4.5, 1.4, 3.0], [1.9, -2.5, -0.6], [-1.8, 3.6, 0.3], [0.1, 4.7, -1.7], [-2.9, -1.6, -4.0], [1.7, -0.6, -0.4], [0.1, -1.1, -0.5], [-0.2, 2.4, -1.2], [-0.9, 1.7, 0.1], [0.1, 0.7, 0.5], [5.1, 2.6, 6.4], [-6.0, -1.9, -4.6], [2.3, -3.3, -0.8], [-0.6, -6.5, 2.7], [-0.8, 0.4, 0.0], [0.0, 0.1, -0.1], [0.0, -0.3, 0.2], [0.0, -0.4, 0.5], [0.1, -0.2, -0.7], [-0.2, 3.7, -1.3], [0.3, -0.2, 0.1], [-0.1, -0.5, 0.1]],
  "spin_multiplicity": 5,
  "lumo_ev": [-8.624, -11.303],
  "total_energy_ha": -2343.1485,
  "total_charge": 2,
  "homo_ev": [-16.2, -16.8],
  "s2": 6.068,
  "e_above_lowest_kj_mol": 120.7,
  "gap_ha": [0.280, 0.203]
}

=====

4.
{
  "formula": "C5H6N",
  "method": "wB97M-V/def2-TZVPD",
  "species": ["N", "C", "C", "C", "C", "C", "H", "H", "H", "H", "H", "H"],
  "xyz": [[-1.247920, -1.562412, 0.263771], [-0.833109, 0.823153, -0.344276], [1.241670, -1.207918, -0.082365], [-0.213690, -0.866985, -0.049864], [-2.336510, 0.523038, -0.066850], [-2.192534, -0.760589, 0.145695], [1.519276, -1.891405, -0.903898], [-0.853642, 1.554674, -1.240501], [1.916302, -0.364207, -0.290386], [-0.388118, 1.400757, 0.498009], [-3.129611, 1.089231, -0.282726], [1.601626, -1.869443, 0.851528]],
  "forces_ev_per_angstrom": [[1.1, -2.2, 0.3], [0.2, -1.1, 0.6], [1.0, -1.8, 1.5], [1.1, 3.3, -1.7], [1.8, -3.3, 0.5], [-0.4, 3.4, 0.0], [-0.8, 0.0, 0.0], [0.8, -1.9, 0.8], [-0.6, 0.0, 0.6], [-0.4, -0.4, -0.2], [-2.8, 2.3, -0.5], [-1.0, 1.8, -1.8]],
  "lumo_ev": -7.032,
  "total_energy_ha": -248.3992,
  "total_charge": 1,
  "homo_ev": -15.2,
  "e_above_lowest_kj_mol": 568.4,
  "gap_ha": 0.301
}